No. 1
C20H54B3FO9S6 | ωB97M-V/def2-TZVPD

Geometry as XYZ:
```
93
Properties=species:S:1:pos:R:3:forces:R:3:mulliken_charge:R:1
C 8.538 0.676 2.007 -0.9 0.5 0.2 -1.051
C 7.847 2.083 1.607 0.7 -0.7 0.4 0.109
C 7.051 1.993 0.245 0.8 -0.1 -0.2 -0.524
C 6.562 3.387 -0.346 -0.3 -0.5 -0.2 -0.677
B 5.650 4.270 0.643 0.0 1.5 -0.9 0.092
O 5.980 4.659 1.986 -2.0 -2.4 -0.1 -0.311
B 4.869 4.182 2.772 0.0 0.8 0.6 0.717
F 5.067 3.242 3.790 -0.4 2.1 -2.0 -0.298
O 3.567 4.682 2.421 1.9 -2.7 -0.8 -0.494
B 3.417 4.227 1.040 -0.6 1.5 -0.3 0.285
C 2.316 3.169 0.546 0.3 0.0 -0.7 -0.922
C 2.891 1.689 0.850 -0.4 -0.5 -0.2 1.498
C 1.834 0.821 1.683 0.7 0.5 0.5 -1.391
C 3.352 0.956 -0.495 0.6 0.5 1.1 -1.324
O 4.382 4.759 0.116 0.6 -2.3 2.2 -0.214
H 8.121 -0.120 1.325 0.8 0.6 0.7 0.309
H 9.662 0.727 2.002 -1.2 -0.2 -0.3 0.252
H 8.231 0.415 3.064 0.4 0.2 -1.2 0.291
H 8.699 2.832 1.523 -1.3 -0.6 0.0 0.281
H 7.197 2.358 2.491 0.6 0.0 -1.3 -0.039
H 7.763 1.535 -0.519 -0.9 0.5 0.9 0.363
H 6.182 1.259 0.303 1.0 1.0 0.2 0.192
H 5.926 3.144 -1.259 0.8 0.5 1.0 0.262
H 7.438 4.000 -0.718 -0.8 -0.7 0.5 0.404
H 1.285 3.315 0.975 1.1 -0.2 -0.2 0.377
H 2.215 3.286 -0.580 0.1 -0.1 1.3 0.246
H 3.827 1.733 1.503 -1.0 0.2 -0.7 -0.283
H 2.423 0.187 2.422 -0.8 0.5 -1.0 0.325
H 1.172 0.171 1.031 0.7 0.9 0.8 0.270
H 1.240 1.544 2.331 0.5 -1.1 -0.9 0.374
H 3.734 -0.071 -0.198 -0.6 1.1 -0.6 0.339
H 2.540 0.906 -1.274 0.8 0.0 0.9 0.416
H 4.245 1.544 -0.884 -1.1 -0.8 0.1 0.156
C 0.710 -3.875 -0.400 0.1 0.0 -0.2 -0.840
S -0.731 -2.792 -0.333 0.2 0.0 0.2 0.356
O -0.231 -1.383 -0.311 0.0 -0.2 0.1 -0.587
C -1.209 -3.219 1.353 -0.2 0.2 0.1 -0.662
H 1.197 -3.743 -1.366 -0.1 0.2 0.0 0.365
H 1.409 -3.614 0.397 -0.1 0.1 0.0 0.260
H 0.391 -4.911 -0.294 -0.1 0.1 0.0 0.325
H -0.389 -2.999 2.039 0.0 0.0 -0.1 0.282
H -1.465 -4.276 1.401 0.1 0.1 -0.1 0.140
H -2.080 -2.623 1.628 0.1 0.1 -0.1 0.369
C -1.320 -8.568 1.930 0.0 0.0 0.0 -0.608
S -0.647 -6.942 2.322 0.0 -0.2 0.0 0.508
O -0.616 -6.153 1.050 0.0 -0.6 0.2 -0.609
C 1.035 -7.509 2.645 0.1 0.0 -0.1 -1.051
H -2.368 -8.448 1.656 0.1 0.1 0.0 -0.143
H -0.773 -9.006 1.094 0.0 0.1 0.0 0.377
H -1.246 -9.213 2.806 0.0 0.1 0.0 0.435
H 1.433 -8.013 1.763 -0.1 0.0 0.0 0.320
H 1.031 -8.189 3.498 -0.1 0.1 0.0 0.395
H 1.653 -6.641 2.877 -0.1 0.0 0.0 0.339
C -6.097 -10.120 0.337 -0.1 -0.1 0.0 -1.003
S -4.905 -9.295 1.412 -0.4 0.0 0.2 0.531
O -4.975 -9.956 2.749 0.0 0.1 -0.3 -0.640
C -5.807 -7.737 1.530 0.1 -0.2 0.1 -0.860
H -5.752 -11.138 0.157 0.1 0.1 0.1 0.342
H -7.075 -10.148 0.820 0.1 0.0 0.1 0.312
H -6.160 -9.586 -0.613 0.1 0.0 0.0 0.326
H -6.804 -7.914 1.936 0.1 0.0 0.0 0.428
H -5.880 -7.284 0.541 0.1 -0.1 0.0 0.144
H -5.260 -7.069 2.193 0.0 -0.1 -0.1 0.370
C -7.748 -5.092 -0.776 -0.1 0.0 0.0 -0.857
S -6.554 -4.270 0.300 0.0 0.0 0.2 0.531
O -6.624 -4.932 1.637 -0.2 0.2 -0.3 -0.585
C -7.458 -2.713 0.420 -0.1 0.0 0.0 -0.960
H -7.405 -6.110 -0.958 0.0 0.1 0.0 0.237
H -8.726 -5.119 -0.293 0.1 0.0 0.1 0.295
H -7.812 -4.557 -1.724 0.1 0.0 0.0 0.378
H -8.454 -2.892 0.827 0.1 -0.1 0.0 0.312
H -7.531 -2.258 -0.569 0.1 0.0 0.0 0.375
H -6.908 -2.047 1.084 0.0 -0.1 0.0 0.324
C -0.942 7.634 -1.700 -0.1 -0.1 0.0 -0.846
S 0.642 7.290 -2.493 -0.1 -0.2 0.0 0.524
O 0.472 6.056 -3.317 0.0 0.3 0.2 -0.636
C 1.506 6.817 -0.982 0.1 -0.1 0.1 -0.898
H -1.661 7.918 -2.469 0.1 0.1 0.0 0.238
H -1.299 6.743 -1.181 0.1 0.0 0.0 0.328
H -0.825 8.459 -0.995 0.0 0.0 -0.1 0.330
H 0.995 5.977 -0.508 -0.1 0.0 -0.1 0.171
H 1.542 7.668 -0.301 0.0 0.0 -0.1 0.456
H 2.523 6.521 -1.243 -0.1 0.0 -0.1 0.318
C -1.650 9.749 -5.492 0.0 -0.1 0.0 -0.886
S -3.059 10.576 -4.726 0.0 -0.1 0.1 0.471
O -3.185 10.050 -3.333 0.1 0.0 -0.4 -0.584
C -4.317 9.760 -5.729 -0.1 -0.1 0.0 -0.907
H -0.740 10.081 -4.992 -0.1 0.0 0.0 0.286
H -1.749 8.667 -5.384 -0.1 0.0 0.0 0.278
H -1.600 10.018 -6.548 0.0 0.0 0.0 0.392
H -4.247 8.678 -5.605 0.1 0.0 0.1 0.296
H -4.177 10.028 -6.777 0.0 0.0 0.1 0.353
H -5.298 10.100 -5.397 0.1 0.0 0.0 0.314
```
Forces are in eV/Å.

Calculated values
HOMO-LUMO gap: 8.8364 eV
total charge: 0
highest occupied orbital energy: -0.311 Ha
molar mass: 682.5 Da
lowest unoccupied orbital energy: 0.36 eV



No. 2
C24H26NaO7S6 | ωB97M-V/def2-TZVPD

Geometry as XYZ:
```
64
Properties=species:S:1:pos:R:3:forces:R:3:mulliken_charge:R:1
Na 1.025 -1.322 -0.804 -0.1 2.1 -0.5 0.882
C -0.426 0.925 -4.680 -0.2 -0.1 0.2 -0.774
C -1.527 1.696 -3.917 0.1 0.0 0.0 -0.965
S -1.628 1.356 -2.137 0.1 -0.2 0.0 0.157
C -1.638 3.036 -1.485 0.1 0.0 0.0 -0.728
C -0.398 3.885 -1.768 -0.1 0.0 0.0 -0.891
S 1.135 3.437 -0.923 0.1 0.0 0.0 -0.125
C 2.172 2.390 -2.023 -0.2 0.1 -0.2 -0.272
C 1.764 2.169 -3.491 0.1 0.1 0.2 -0.891
S 1.068 0.516 -3.770 0.1 0.0 0.0 0.056
H -0.155 1.486 -5.575 -0.1 0.0 -0.1 0.467
H -0.786 -0.057 -4.988 0.0 0.0 0.0 0.358
H -2.492 1.464 -4.366 0.0 0.0 -0.1 0.492
H -1.376 2.769 -4.026 0.0 0.0 0.0 0.425
H -1.765 2.911 -0.406 0.0 0.0 -0.1 0.262
H -2.519 3.565 -1.861 0.0 0.0 0.0 0.513
H -0.590 4.903 -1.419 0.0 0.0 0.0 0.478
H -0.206 3.967 -2.835 0.0 0.0 0.0 0.339
H 2.262 1.431 -1.522 0.0 -0.1 0.0 -0.005
H 3.142 2.879 -1.979 0.1 0.0 0.0 0.531
H 2.657 2.246 -4.111 0.0 0.1 0.0 0.449
H 1.069 2.925 -3.850 0.0 0.0 0.0 0.313
O 0.386 -4.362 -3.380 0.1 -0.1 0.0 -0.708
S 0.261 -3.004 -2.921 -0.2 -0.3 -0.3 1.349
O -0.335 -2.102 -3.902 0.1 0.2 -0.1 -0.676
O 1.455 -2.434 -2.296 0.3 -1.3 -1.9 -0.718
C -1.001 -3.059 -1.613 -0.1 -0.3 0.4 0.057
C -2.279 -2.649 -2.001 0.2 -0.1 0.1 -0.661
C -3.349 -2.727 -1.125 -0.1 0.0 0.1 -0.696
C -3.164 -3.233 0.154 -0.1 0.0 0.0 -0.639
C -1.905 -3.639 0.563 0.1 0.0 -0.3 -0.466
C -0.812 -3.555 -0.303 -0.2 0.2 -0.2 0.032
S 0.786 -3.905 0.475 -0.1 -0.3 0.3 1.262
O 0.447 -4.530 1.743 0.0 0.0 0.0 -0.767
O 1.589 -4.693 -0.415 0.0 0.0 0.0 -0.707
O 1.280 -2.523 0.690 0.5 -1.4 1.5 -0.667
H -2.404 -2.266 -3.005 0.0 0.0 0.1 0.536
H -4.331 -2.391 -1.445 0.1 0.0 0.0 0.370
H -4.002 -3.305 0.841 0.0 0.0 0.0 0.394
H -1.735 -4.031 1.556 0.0 0.0 0.0 0.628
O 0.318 0.187 0.280 -0.4 1.3 1.2 -0.009
S 0.182 1.121 1.442 -0.2 -0.1 -0.3 -0.141
C 1.764 1.162 2.278 0.0 0.0 0.0 0.566
C 2.566 0.029 2.337 0.0 -0.1 -0.1 -0.221
C 3.766 0.110 3.029 0.0 0.1 0.0 -0.901
C 4.146 1.300 3.648 -0.1 0.0 -0.1 -0.411
C 3.332 2.424 3.571 0.1 -0.1 0.0 -0.579
C 2.132 2.358 2.876 0.0 0.0 0.0 -0.387
C -0.724 0.255 2.724 0.1 0.0 0.1 0.447
C -1.461 1.026 3.614 -0.1 -0.1 0.1 -0.404
C -2.151 0.396 4.643 0.0 0.0 -0.1 -0.573
C -2.102 -0.990 4.762 0.0 0.0 -0.1 -0.507
C -1.366 -1.747 3.855 0.0 0.0 0.0 -0.641
C -0.668 -1.128 2.825 0.0 -0.1 0.0 -0.127
H 2.256 -0.907 1.862 0.0 0.2 0.1 0.468
H 4.401 -0.768 3.090 0.0 0.1 0.0 0.467
H 5.083 1.351 4.190 0.0 0.0 0.0 0.379
H 3.635 3.353 4.040 0.0 -0.1 0.0 0.374
H 1.491 3.233 2.789 0.1 -0.1 0.0 0.360
H -1.499 2.106 3.500 0.0 -0.1 0.0 0.383
H -2.732 0.984 5.345 0.0 0.0 0.0 0.367
H -2.645 -1.482 5.563 0.1 0.0 -0.1 0.380
H -1.316 -2.829 3.941 0.0 0.1 0.0 0.475
H -0.082 -1.712 2.116 -0.1 0.1 0.1 0.241
```
Forces are in eV/Å.

Calculated values
HOMO-LUMO gap: 7.6674 eV
total charge: -1
ΔE to the lowest compared entry with this formula, charge and spin: 39.5 kcal/mol
highest occupied orbital energy: -0.211 Ha
molar mass: 641.9 Da
lowest unoccupied orbital energy: 1.93 eV



No. 3
C4H8O2 | ωB97M-V/def2-TZVPD

Geometry as XYZ:
```
14
Properties=species:S:1:pos:R:3:forces:R:3:mulliken_charge:R:1
C -0.476 1.101 1.630 -0.1 0.0 0.3 -0.826
O -0.195 1.143 0.236 0.1 0.0 -0.1 -0.307
C -0.076 -0.024 -0.462 0.1 -0.2 -0.2 0.406
C 0.423 0.161 -1.799 0.0 0.0 0.1 -0.997
C 0.548 -1.149 0.377 0.0 -0.3 -0.1 0.132
O 0.446 -2.338 0.235 0.0 0.6 0.0 -0.453
H -1.050 2.003 1.851 0.1 -0.1 0.0 0.263
H -1.078 0.222 1.892 0.1 0.1 0.0 0.376
H 0.443 1.108 2.228 -0.1 0.0 -0.1 0.318
H -0.933 -1.090 -1.096 -0.2 -0.1 0.0 0.032
H -0.241 0.127 -2.655 0.2 -0.1 0.2 0.294
H 1.288 0.826 -1.907 -0.2 0.0 0.0 0.268
H -0.304 -1.361 -1.695 0.0 0.0 -0.1 0.164
H 1.203 -0.729 1.165 0.0 0.0 0.0 0.330
```
Forces are in eV/Å.

Calculated values
HOMO-LUMO gap: 8.9493 eV
total charge: 0
ΔE to the lowest compared entry with this formula, charge and spin: 152.0 kcal/mol
highest occupied orbital energy: -0.323 Ha
molar mass: 88.1 Da
lowest unoccupied orbital energy: 0.17 eV



No. 4
C12H58O17 | ωB97M-V/def2-TZVPD

Geometry as XYZ:
```
87
Properties=species:S:1:pos:R:3:forces:R:3:mulliken_charge:R:1
O -0.038 -3.791 1.587 -0.2 0.1 0.4 -0.615
H -0.829 -3.315 1.894 -0.1 -0.2 -0.2 0.233
H -0.358 -4.390 0.902 0.2 0.2 0.0 0.263
O -1.196 -4.625 -1.008 -0.2 -0.2 -0.1 -0.591
H -2.011 -4.742 -0.504 0.1 0.1 -0.1 0.288
H -1.362 -5.073 -1.847 0.0 0.0 0.1 0.226
O 2.464 0.630 3.645 -0.5 -0.1 -0.1 -0.646
H 1.729 0.015 3.424 0.6 0.3 0.3 0.253
H 2.036 1.485 3.794 0.0 0.0 -0.1 0.416
O -2.605 -2.432 2.384 0.0 0.2 0.0 -0.494
H -2.981 -1.622 1.990 0.1 -0.4 0.0 0.262
H -3.369 -2.968 2.619 0.1 0.0 0.0 0.201
O -4.182 -0.899 0.569 -0.2 0.2 0.0 -0.626
H -4.253 -0.242 -0.155 0.0 -0.1 -0.1 0.227
H -5.090 -1.156 0.758 0.1 0.0 0.0 0.264
O 0.644 4.802 -0.351 -0.1 0.0 0.2 -0.604
H 0.234 5.606 -0.684 0.0 -0.1 0.0 0.287
H -0.094 4.172 -0.264 0.1 0.0 -0.4 0.326
O 3.408 -3.301 -0.599 0.1 -0.1 -0.1 -0.626
H 3.290 -2.469 -1.078 0.2 0.6 0.1 0.329
H 4.360 -3.443 -0.584 -0.1 0.0 0.0 0.277
O -4.208 0.516 -1.839 0.2 0.0 -0.3 -0.659
H -4.750 1.202 -2.239 0.1 0.0 0.1 0.297
H -3.412 0.438 -2.421 -0.5 -0.1 0.3 0.389
O -2.308 -0.097 -3.749 0.3 -0.1 0.1 -0.664
H -1.591 -0.713 -3.503 -0.2 0.1 -0.2 0.362
H -2.784 -0.548 -4.454 0.0 0.0 0.1 0.270
O 3.389 -0.658 -2.082 0.3 0.0 0.2 -0.516
H 2.826 -0.126 -2.669 0.0 -0.4 -0.2 0.279
H 4.244 -0.216 -2.060 -0.1 0.0 0.1 0.243
O -1.425 2.882 -1.160 -0.1 -0.2 0.5 -0.677
H -1.150 2.505 -2.002 0.0 0.0 0.1 0.288
H -1.550 2.104 -0.567 0.0 0.3 -0.5 0.363
O -0.323 -2.200 -4.035 0.0 -0.6 0.4 -0.530
H -0.656 -2.804 -4.708 0.1 0.1 0.0 0.247
H 0.165 -2.773 -3.388 0.1 0.4 -0.2 0.285
O 1.297 -3.519 -2.209 -0.8 -0.6 -0.3 -0.761
H 0.720 -4.010 -1.602 0.2 0.3 0.0 0.254
H 2.189 -3.627 -1.839 0.0 -0.1 0.0 0.372
C 0.608 -1.857 5.868 0.5 0.0 0.1 -1.610
C -0.241 -1.458 4.677 -0.6 0.1 0.2 1.024
C -0.974 -0.134 4.870 0.1 0.1 -0.6 -1.249
O 0.547 -1.359 3.493 0.2 0.4 -0.1 -0.402
H 1.018 -2.846 5.651 0.3 0.1 0.2 0.349
H 0.107 -1.898 6.838 -0.5 -0.1 -0.3 0.409
H 1.408 -1.134 6.042 0.2 -0.1 -0.4 0.324
H -0.987 -2.232 4.476 -0.1 0.0 0.2 0.195
H -0.315 0.736 4.928 0.3 -0.2 0.3 0.239
H -1.601 -0.161 5.759 -0.1 0.0 -0.1 0.491
H -1.554 0.056 3.962 -0.4 -0.1 0.2 0.136
H 0.511 -2.151 2.952 0.1 -0.3 0.1 0.093
C 0.778 0.159 -6.419 -0.8 0.9 -0.4 -1.256
C 2.029 -0.065 -5.583 0.0 -0.7 -0.5 0.823
C 3.081 1.027 -5.610 -0.7 0.9 -0.2 -1.541
O 1.644 -0.202 -4.216 0.0 -0.2 0.1 -0.364
H 0.046 0.772 -5.882 0.2 0.1 0.2 0.268
H 0.245 -0.759 -6.670 0.2 -0.2 0.2 0.279
H 0.935 0.681 -7.369 0.4 -0.1 0.1 0.381
H 2.445 -0.996 -5.997 0.3 0.0 0.5 0.140
H 3.432 1.348 -6.593 -0.2 -0.5 -0.2 0.419
H 3.971 0.805 -5.027 -0.2 -0.2 0.2 0.328
H 2.571 1.909 -5.207 0.4 0.1 0.2 0.346
H 0.947 -0.884 -4.134 0.3 0.2 -0.2 0.199
C 0.020 -1.216 -0.617 0.0 -0.4 0.0 -0.795
C -0.319 -0.178 0.451 0.0 -0.4 -0.8 1.733
C 0.708 0.939 0.564 -0.6 -0.4 0.4 -0.853
O -1.589 0.405 0.071 0.1 0.1 0.5 -0.320
H 0.398 -0.760 -1.535 0.1 0.1 0.1 -0.216
H -0.861 -1.798 -0.908 -0.2 0.1 0.2 0.340
H 0.720 -1.976 -0.275 0.3 0.3 0.1 0.398
H -0.432 -0.678 1.416 0.0 0.1 0.0 -0.240
H 0.851 1.413 -0.405 0.2 0.1 0.0 0.450
H 1.643 0.549 0.964 0.1 0.0 -0.2 0.550
H 0.323 1.661 1.286 0.3 0.1 -0.3 -0.675
H -2.271 -0.249 0.268 0.0 0.2 -0.1 0.088
C -0.935 3.350 2.810 -1.1 -0.4 0.9 -0.927
C 0.334 4.164 2.934 0.2 -0.5 -1.0 0.886
C 0.115 5.597 3.394 0.0 -0.5 0.1 -1.649
O 1.225 3.443 3.804 -0.1 0.4 0.5 -0.468
H -1.501 3.289 3.752 0.4 0.3 0.2 0.441
H -0.780 2.297 2.573 0.3 0.2 -0.2 -0.237
H -1.695 3.742 2.130 0.5 0.2 -0.4 0.375
H 0.841 4.171 1.960 -0.3 0.2 0.0 0.177
H -0.103 5.572 4.465 0.0 0.2 0.0 0.365
H -0.725 6.042 2.863 0.0 0.1 0.0 0.362
H 1.010 6.187 3.197 0.0 0.1 0.1 0.428
H 1.901 4.080 4.064 0.1 -0.3 0.0 0.273
```
Forces are in eV/Å.

Calculated values
HOMO-LUMO gap: 9.2509 eV
total charge: 0
highest occupied orbital energy: -0.349 Ha
molar mass: 474.6 Da
lowest unoccupied orbital energy: -0.23 eV



No. 5
C2IN3O3 | ωB97M-V/def2-TZVPD

Geometry as XYZ:
```
9
Properties=species:S:1:pos:R:3:forces:R:3:mulliken_charge:R:1
C 0.750 0.895 -0.714 -0.7 1.3 -1.5 0.468
C 0.405 1.621 -1.622 -0.1 -1.3 0.7 -0.570
N -1.044 -1.825 0.172 1.9 -0.3 -3.3 -0.050
N -2.192 -1.618 2.123 -1.0 0.3 1.8 -0.014
N 1.245 0.246 0.397 1.0 0.1 1.4 0.780
O 2.388 -0.158 0.337 0.1 -0.3 -0.5 -0.492
O 0.570 0.210 1.410 -0.6 0.0 -0.3 -0.504
O -1.610 -1.703 1.141 -0.9 0.0 1.4 0.073
I -0.513 2.331 -3.243 0.2 0.2 0.2 0.309
```
Forces are in eV/Å.

Calculated values
HOMO-LUMO gap: 9.0733 eV
total charge: 0
ΔE to the lowest compared entry with this formula, charge and spin: 145.7 kcal/mol
highest occupied orbital energy: -0.379 Ha
molar mass: 240.9 Da
lowest unoccupied orbital energy: -1.23 eV